{"formula": "C6H6N2", "method": "wB97M-V/def2-TZVPD", "e_lumo_ev": 1.175, "smiles": "c1cc2[nH]ccc2[nH]1", "e_homo_ev": -7.39, "e_above_lowest_ev": 0.0318, "total_energy_ha": -341.72139, "species": ["C", "C", "C", "N", "C", "C", "C", "N", "H", "H", "H", "H", "H", "H"], "positions_angstrom": [[1.087, -1.755, 0.274], [1.681, -0.593, -0.052], [0.584, 0.303, -0.154], [0.312, 1.590, -0.452], [-1.084, 1.763, -0.326], [-1.672, 0.615, 0.102], [-0.597, -0.300, 0.202], [-0.286, -1.632, 0.409], [1.492, -2.718, 0.508], [2.736, -0.437, -0.095], [0.943, 2.298, -0.808], [-1.530, 2.737, -0.561], [-2.739, 0.511, 0.377], [-0.926, -2.380, 0.576]], "forces_ev_per_angstrom": [[-0.98, -1.74, 0.60], [-0.31, 0.43, -0.07], [0.65, 0.44, 0.30], [-1.34, 1.53, -0.44], [0.93, 1.43, -0.38], [-0.92, -0.18, 0.29], [0.01, -1.29, -0.29], [0.33, 0.54, 0.18], [0.41, -0.20, -0.09], [0.27, 0.18, -0.26], [-0.29, -0.40, 0.20], [0.26, -0.57, 0.23], [0.96, -0.04, -0.40], [-0.01, -0.11, 0.11]]}


{"formula": "C22H41N3O7", "method": "wB97M-V/def2-TZVPD", "e_lumo_ev": 0.551, "smiles": "[H]/N=C/COC(=O)OCc1ccccc1.COCCNCCOC.COCCNCCOC", "e_homo_ev": -8.32, "total_energy_ha": -1553.50349, "species": ["H", "N", "C", "C", "O", "C", "O", "O", "C", "C", "C", "C", "C", "C", "C", "H", "H", "H", "H", "H", "H", "H", "H", "H", "H", "C", "O", "C", "C", "N", "C", "C", "O", "C", "H", "H", "H", "H", "H", "H", "H", "H", "H", "H", "H", "H", "H", "H", "H", "C", "O", "C", "C", "N", "C", "C", "O", "C", "H", "H", "H", "H", "H", "H", "H", "H", "H", "H", "H", "H", "H", "H", "H"], "positions_angstrom": [[4.060, 0.743, 3.050], [3.936, 1.732, 2.743], [4.626, 2.508, 3.544], [4.752, 4.096, 3.439], [3.488, 4.807, 3.376], [2.544, 4.296, 4.293], [2.767, 4.044, 5.503], [1.240, 4.045, 3.794], [0.248, 4.913, 4.441], [-1.177, 4.209, 4.139], [-2.065, 4.624, 2.945], [-3.406, 3.862, 2.694], [-3.848, 2.688, 3.622], [-2.911, 2.335, 4.831], [-1.574, 3.060, 5.124], [5.238, 1.988, 4.378], [5.383, 4.476, 4.315], [5.323, 4.333, 2.464], [0.426, 5.027, 5.571], [0.289, 5.987, 4.017], [-1.788, 5.470, 2.224], [-4.062, 4.125, 1.804], [-4.801, 2.091, 3.455], [-3.196, 1.471, 5.528], [-0.916, 2.769, 6.010], [-2.661, -3.036, -0.476], [-2.295, -2.765, 0.869], [-0.915, -3.013, 1.144], [-0.156, -1.702, 1.347], [-0.014, -0.966, 0.088], [0.435, 0.419, 0.256], [-0.448, 1.366, 1.083], [-1.697, 1.682, 0.473], [-2.714, 0.710, 0.662], [-3.751, -3.019, -0.539], [-2.273, -2.270, -1.148], [-2.309, -4.023, -0.793], [-0.446, -3.639, 0.376], [-0.885, -3.574, 2.084], [0.844, -1.921, 1.742], [-0.699, -1.118, 2.094], [-0.909, -0.951, -0.388], [0.523, 0.838, -0.752], [1.446, 0.412, 0.680], [0.087, 2.318, 1.158], [-0.593, 1.024, 2.112], [-2.638, 0.209, 1.631], [-2.690, -0.018, -0.152], [-3.681, 1.215, 0.612], [3.231, -1.959, -4.401], [2.344, -1.886, -5.506], [2.134, -3.142, -6.154], [0.724, -3.666, -5.883], [0.571, -4.095, -4.490], [-0.818, -4.328, -4.088], [-1.798, -3.145, -4.169], [-1.537, -2.106, -3.231], [-0.529, -1.187, -3.628], [3.486, -0.940, -4.106], [2.754, -2.446, -3.546], [4.152, -2.486, -4.663], [2.900, -3.879, -5.887], [2.225, -2.953, -7.229], [0.525, -4.523, -6.538], [0.021, -2.870, -6.135], [0.960, -3.383, -3.882], [-0.785, -4.663, -3.046], [-1.218, -5.163, -4.674], [-2.788, -3.532, -3.907], [-1.895, -2.740, -5.181], [-0.513, -1.026, -4.709], [0.446, -1.526, -3.274], [-0.731, -0.230, -3.141]], "forces_ev_per_angstrom": [[-0.09, 0.94, -0.27], [1.45, 1.76, 1.88], [-0.31, -1.70, -0.37], [1.28, -0.72, -0.17], [-1.72, -2.06, 1.13], [-0.36, -0.88, 3.16], [0.01, 1.10, -4.58], [2.29, 2.01, 0.44], [-1.91, 0.29, 0.01], [-1.58, -1.02, 0.16], [-1.34, -2.97, 2.23], [1.84, -1.41, 2.78], [4.06, 2.39, 0.85], [0.98, 1.81, -1.61], [-2.99, 1.12, -3.78], [-0.80, 1.29, -1.12], [-1.02, -0.60, -1.13], [-1.14, -0.25, 1.52], [-0.18, -0.63, -1.69], [-0.04, -1.80, 0.30], [-0.28, -1.45, 1.35], [1.09, -0.31, 1.36], [1.48, 1.02, 0.20], [0.35, 1.47, -1.22], [-1.05, 0.51, -1.51], [-0.19, 0.33, 0.19], [0.25, -0.33, -0.19], [-0.04, 0.35, 0.53], [-0.08, -0.20, -0.59], [-0.05, -0.01, 0.24], [-0.22, -0.04, -0.12], [0.26, 0.29, -0.26], [0.10, -0.24, 0.26], [0.00, 0.30, -0.26], [0.06, -0.03, 0.13], [0.02, -0.24, -0.12], [0.05, 0.01, -0.05], [-0.10, 0.17, -0.11], [0.04, 0.01, -0.03], [-0.08, 0.03, -0.01], [-0.03, -0.07, 0.24], [0.10, -0.07, 0.05], [0.02, 0.08, 0.10], [-0.09, 0.02, 0.08], [-0.05, -0.04, 0.00], [-0.12, -0.12, -0.02], [0.07, -0.04, -0.05], [-0.09, -0.23, 0.13], [0.08, 0.08, 0.04], [-0.19, 0.25, -0.09], [0.32, -0.37, 0.14], [-0.52, 0.19, -0.31], [0.44, -0.13, 0.40], [-0.14, 0.16, -0.20], [0.19, 0.17, 0.15], [-0.15, -0.29, 0.33], [0.06, -0.03, -0.60], [-0.03, 0.06, 0.34], [-0.07, -0.05, -0.09], [0.16, -0.11, 0.09], [-0.02, -0.05, 0.04], [-0.09, 0.08, 0.19], [0.00, -0.03, 0.03], [0.00, 0.08, 0.04], [-0.02, 0.10, -0.24], [-0.02, -0.10, -0.08], [-0.11, 0.03, -0.06], [-0.01, 0.10, -0.05], [0.04, 0.02, 0.04], [0.17, 0.08, -0.01], [0.03, -0.10, 0.02], [0.12, 0.11, -0.16], [-0.10, -0.07, 0.00]]}